Record 1
Computed, not measured: C27H35LaN2O2P3 as an isolated structure in a non-equilibrium geometry, with wB97M-V/def2-TZVPD.

Its spin multiplicity is 2. The LUMO energy (spin up / spin down) comes out at -5.53 / -8.79 eV. As for the expectation value of S²: 0.783. As for the total charge: +2. The HOMO energy (spin up / spin down) comes out at -13.044 / -13.031 eV. As for the gap between HOMO and LUMO (spin up / spin down): 7.509 / 4.244 eV.

Each line ends with the Löwdin spin population.
Element x y z (Å)
La (-0.3927, 0.4196, -1.2271)  0.006
P (-2.9025, -1.1069, -1.1907)  0.055
P (-0.7271, 3.2337, -1.5900)  0.004
N (0.1426, -1.5890, -2.4381)  0.360
N (1.4451, 0.8339, -2.6092)  0.002
H (1.8588, -2.4363, -3.3817)  0.011
H (3.1727, -0.2586, -3.1790)  0.000
H (2.1547, -1.7649, -1.7322)  0.021
C (1.5847, -1.6395, -2.6765)  0.042
H (1.8646, -0.2611, -4.4239)  0.000
C (2.0753, -0.2876, -3.3263)  0.001
H (-0.0464, -3.6299, -1.9591)  -0.004
H (2.5974, 2.4208, -3.3649)  0.000
C (-0.5722, -2.6573, -1.9802)  0.011
C (1.6902, 2.1360, -2.8087)  0.000
C (-1.9054, -2.6060, -1.5257)  0.413
C (0.9208, 3.2299, -2.3387)  0.003
H (-2.2263, -3.5920, -1.1663)  0.017
H (1.4734, 4.1710, -2.4632)  0.000
H (-1.7190, 4.1998, -2.0304)  0.001
H (-0.5835, 3.8310, -0.2742)  0.000
H (-4.2308, -1.2184, -1.7318)  0.026
H (-3.4815, -1.5057, 0.0689)  0.011
H (-0.0137, 1.2751, -4.8146)  0.000
C (-1.0549, 0.9074, -4.8709)  0.000
C (-1.9846, 2.0922, -4.9246)  0.001
C (-1.1314, -0.0142, -6.0764)  0.000
O (-1.4254, 0.2258, -3.6221)  0.013
H (-1.8060, 2.6687, -5.8363)  0.000
H (-3.0140, 1.7294, -4.9270)  0.000
H (-1.8642, 2.7411, -4.0501)  0.000
H (-0.4158, -0.8411, -6.0226)  0.000
H (-2.1352, -0.4240, -6.2139)  0.000
H (-0.8851, 0.5980, -6.9478)  0.000
H (-0.9478, -0.6497, -3.4992)  0.003
O (0.6124, 0.4368, 0.8287)  0.000
P (0.5216, -0.0852, 2.2922)  0.000
C (-1.0706, -0.8443, 2.5137)  0.000
C (-1.2297, -2.2315, 2.4571)  0.001
C (-2.4759, -2.7883, 2.7226)  0.000
C (-3.5723, -1.9769, 3.0319)  0.000
C (-3.4123, -0.5848, 3.0389)  0.002
C (-2.1729, -0.0238, 2.7656)  0.000
C (1.9024, -1.1769, 2.5321)  0.000
C (2.8642, -0.8624, 3.5071)  0.000
C (4.0136, -1.6472, 3.6238)  0.000
C (4.2201, -2.7301, 2.7684)  0.000
C (3.2738, -3.0154, 1.7866)  0.000
C (2.1149, -2.2513, 1.6611)  0.000
C (0.5704, 1.3013, 3.4103)  0.000
C (0.2068, 1.1426, 4.7650)  0.000
C (0.1675, 2.2496, 5.6000)  0.000
C (0.4443, 3.5241, 5.1040)  0.000
C (0.7593, 3.6780, 3.7453)  0.000
C (0.8338, 2.5714, 2.9038)  0.000
H (-0.3825, -2.8646, 2.1828)  0.000
H (-2.6084, -3.8658, 2.6540)  0.000
H (-4.5458, -2.4153, 3.2452)  0.000
H (-4.2583, 0.0564, 3.2578)  0.000
H (-2.0555, 1.0698, 2.7714)  0.000
H (2.7411, 0.0242, 4.1210)  0.000
H (4.7686, -1.3697, 4.3476)  0.000
H (5.1369, -3.3307, 2.8555)  0.000
H (3.4714, -3.8178, 1.0680)  0.000
H (1.4073, -2.4569, 0.8523)  0.000
H (-0.0759, 0.1546, 5.1401)  0.000
H (-0.0997, 2.1197, 6.6486)  0.000
H (0.4111, 4.4001, 5.7644)  0.000
H (0.9406, 4.6748, 3.3425)  0.000
H (1.0627, 2.7039, 1.8453)  0.000


Record 2
Computed, not measured: C27H35N2OPd as an isolated structure in a non-equilibrium geometry, with wB97M-V/def2-TZVPD.

Its spin multiplicity is 5. The LUMO energy (spin up / spin down) comes out at -3.00 / -5.35 eV. As for the expectation value of S²: 6.027. As for the total charge: +1. The HOMO energy (spin up / spin down) comes out at -9.543 / -11.157 eV. As for the gap between HOMO and LUMO (spin up / spin down): 6.539 / 5.807 eV.

Each line ends with the Löwdin spin population.
Element x y z (Å)
C (-0.7954, 2.3331, -0.6126)  0.214
C (-1.7172, 1.3680, -1.0873)  0.212
C (-1.1171, 0.6393, -2.1538)  0.215
C (0.2067, 1.1668, -2.3660)  0.072
C (0.4221, 2.2098, -1.3757)  0.163
Pd (0.7716, 0.3035, -0.4626)  0.747
C (2.8825, -2.7007, -1.0927)  0.582
C (2.7910, -1.6337, -0.1957)  0.225
H (2.2759, -1.7727, 0.7832)  0.012
C (2.7529, -0.2229, -0.6146)  0.105
H (3.0834, -0.1620, -1.6572)  0.002
H (3.2663, 0.4373, 0.0927)  0.013
C (2.4253, -4.0126, -0.4136)  0.069
H (1.9266, -3.8539, 0.5630)  0.012
H (1.6567, -4.5288, -1.0115)  0.004
H (3.2829, -4.6816, -0.2831)  0.016
C (1.9407, -2.4604, -2.3635)  0.052
H (1.1480, -1.6881, -2.1589)  0.012
H (2.5134, -2.1591, -3.2626)  0.014
H (1.3199, -3.3465, -2.5764)  0.002
C (-3.0706, 1.1485, -0.5300)  0.032
H (-3.0413, 1.1045, 0.5683)  0.008
H (-3.7616, 1.9562, -0.8176)  0.011
H (-3.4884, 0.1979, -0.8710)  0.000
C (-1.7640, -0.4145, -2.9681)  0.032
H (-2.3676, -1.0715, -2.3322)  0.004
H (-2.4334, 0.0191, -3.7293)  0.014
H (-1.0240, -1.0355, -3.4884)  0.002
C (1.1071, 0.9284, -3.5231)  0.006
H (0.7855, 0.0520, -4.0943)  0.000
H (1.1167, 1.7927, -4.2026)  0.002
H (2.1332, 0.7626, -3.1815)  0.002
C (1.5967, 3.1107, -1.3258)  0.026
H (2.4800, 2.6095, -1.7313)  0.002
H (1.4184, 4.0255, -1.9051)  0.011
H (1.8136, 3.4028, -0.2922)  0.003
C (-1.0373, 3.3638, 0.4215)  0.027
H (-0.0987, 3.6844, 0.8896)  0.002
H (-1.5082, 4.2592, -0.0147)  0.012
H (-1.7049, 2.9959, 1.2115)  0.002
C (-2.3320, -1.8458, 0.5888)  0.704
C (-1.5183, -2.7838, -0.2200)  0.084
C (-3.6250, -2.2694, 0.4545)  0.091
C (-1.8934, -3.7132, -1.2257)  0.028
H (-0.4532, -3.0620, -0.2552)  0.006
C (-4.0352, -3.2160, -0.5694)  0.036
H (-4.4042, -1.9052, 1.1190)  0.010
C (-3.2207, -3.9103, -1.4884)  -0.008
H (-1.0297, -4.2009, -1.7078)  0.002
H (-5.0625, -3.4645, -0.7189)  0.004
H (-3.4361, -4.5845, -2.3016)  0.001
N (1.6406, 3.0161, 6.1734)  0.000
C (0.5643, 2.3259, 5.6966)  0.000
O (-0.4503, 2.1505, 6.3771)  0.000
C (0.6755, 1.7712, 4.3017)  0.001
C (1.8061, 1.9404, 3.4957)  0.001
C (1.7800, 1.4728, 2.1816)  0.004
N (0.7235, 0.8237, 1.6675)  0.051
C (-0.3592, 0.5968, 2.4379)  0.020
C (-0.4098, 1.0666, 3.7531)  0.003
H (1.5477, 3.4326, 7.0883)  0.000
H (2.4416, 3.2707, 5.6209)  0.000
H (2.7192, 2.4279, 3.8319)  0.000
H (2.6419, 1.6223, 1.5317)  0.000
H (-1.1888, 0.0289, 1.9970)  0.023
H (-1.3094, 0.8820, 4.3357)  0.000


Record 3
Computed, not measured: one molecule with the formula C27H35N3O3, with wB97M-V/def2-TZVPD.

Its SMILES is CN(CC1CCOCC1)C(=O)C[C@@H]1C(=O)NCCN1CC(c1ccccc1)c1ccccc1. Its spin multiplicity is 1. The LUMO energy comes out at 0.68 eV. The HOMO energy comes out at -8.565 eV. As for the gap between HOMO and LUMO: 9.244 eV.

Each line ends with the natural charge from an NBO analysis.
Element x y z (Å)
C (1.7729, 2.1340, -1.2037)  -0.415
N (1.0051, 2.8308, -0.1995)  -0.444
C (1.5775, 4.0442, 0.3457)  -0.202
C (2.7775, 3.7620, 1.2594)  -0.225
C (3.4117, 5.0695, 1.7380)  -0.428
C (4.5620, 4.7572, 2.6977)  -0.059
O (4.1376, 3.9989, 3.8031)  -0.530
C (3.5761, 2.7658, 3.4064)  -0.059
C (2.3687, 2.9484, 2.4888)  -0.451
C (-0.1112, 2.3258, 0.3732)  0.715
O (-0.7542, 2.9482, 1.1999)  -0.655
C (-0.5430, 0.9450, -0.0998)  -0.521
C (-1.3645, 0.2947, 1.0059)  -0.145
C (-0.4720, -0.1775, 2.1455)  0.681
O (0.7358, -0.0488, 2.1943)  -0.639
N (-1.1735, -0.8978, 3.0481)  -0.620
C (-2.6159, -0.9545, 3.0292)  -0.246
C (-3.1434, -1.1624, 1.5775)  -0.215
N (-2.1534, -0.8535, 0.5692)  -0.444
C (-1.3582, -2.0010, 0.1458)  -0.223
C (-1.8615, -2.4901, -1.2268)  -0.293
C (-1.4911, -1.4696, -2.2775)  0.098
C (-2.4319, -0.5570, -2.7347)  -0.230
C (-2.0818, 0.4165, -3.6549)  -0.212
C (-0.7836, 0.4889, -4.1298)  -0.230
C (0.1602, -0.4209, -3.6827)  -0.201
C (-0.1916, -1.3927, -2.7634)  -0.256
C (-1.3442, -3.8533, -1.6150)  -0.021
C (-2.0701, -4.6001, -2.5374)  -0.201
C (-1.6266, -5.8404, -2.9561)  -0.202
C (-0.4433, -6.3583, -2.4569)  -0.219
C (0.2885, -5.6243, -1.5412)  -0.221
C (-0.1562, -4.3803, -1.1248)  -0.179
H (2.3504, 1.3081, -0.7773)  0.198
H (2.4666, 2.8397, -1.6582)  0.209
H (1.1202, 1.7423, -1.9851)  0.215
H (0.7893, 4.5369, 0.9186)  0.240
H (1.8801, 4.6987, -0.4788)  0.187
H (3.5289, 3.1968, 0.6940)  0.189
H (3.7889, 5.6520, 0.8952)  0.205
H (2.6620, 5.6633, 2.2637)  0.206
H (4.9854, 5.6756, 3.1109)  0.190
H (5.3542, 4.2145, 2.1544)  0.152
H (3.2890, 2.2601, 4.3297)  0.194
H (4.3414, 2.1602, 2.8939)  0.152
H (1.9799, 1.9692, 2.2083)  0.245
H (1.5842, 3.4827, 3.0270)  0.210
H (0.3294, 0.3362, -0.3245)  0.233
H (-1.1536, 1.0414, -0.9988)  0.258
H (-2.0600, 1.0517, 1.3871)  0.249
H (-0.6772, -1.2667, 3.8456)  0.407
H (-3.0282, -0.0190, 3.4284)  0.191
H (-2.9403, -1.7705, 3.6771)  0.212
H (-3.4776, -2.1912, 1.4359)  0.202
H (-4.0048, -0.5042, 1.4236)  0.202
H (-0.3093, -1.7141, 0.0667)  0.207
H (-1.4268, -2.8254, 0.8668)  0.197
H (-2.9544, -2.5390, -1.1700)  0.218
H (-3.4437, -0.6026, -2.3593)  0.215
H (-2.8235, 1.1221, -4.0000)  0.215
H (-0.5088, 1.2484, -4.8471)  0.215
H (1.1743, -0.3742, -4.0536)  0.213
H (0.5491, -2.1027, -2.4250)  0.219
H (-2.9929, -4.1985, -2.9319)  0.210
H (-2.2051, -6.4050, -3.6726)  0.213
H (-0.0942, -7.3277, -2.7803)  0.213
H (1.2136, -6.0196, -1.1471)  0.212
H (0.4336, -3.8270, -0.4098)  0.204


Record 4
Computed, not measured: one molecule with the formula C27H35N3O3, with wB97M-V/def2-TZVPD.

Its SMILES is CCN1CCN(C(=O)c2ccc(OC3CCN(CCc4ccccc4)CC3)cc2)[C@@H](C)C1=O. Its spin multiplicity is 1. The LUMO energy comes out at 0.71 eV. The HOMO energy comes out at -8.321 eV. As for the gap between HOMO and LUMO: 9.028 eV.

Each line ends with the natural charge from an NBO analysis.
Element x y z (Å)
C (-8.6520, 1.4784, -0.5518)  -0.617
C (-8.1395, 0.2211, -1.2464)  -0.217
N (-6.9057, -0.2680, -0.6602)  -0.437
C (-6.9839, -0.8374, 0.6672)  -0.211
C (-5.8368, -1.8156, 0.8719)  -0.234
N (-4.6056, -1.0959, 0.6562)  -0.443
C (-3.6784, -1.0346, 1.6463)  0.684
O (-3.8430, -1.5964, 2.7137)  -0.617
C (-2.4514, -0.2332, 1.3544)  -0.167
C (-2.4970, 1.1575, 1.2907)  -0.189
C (-1.3448, 1.8827, 1.0851)  -0.265
C (-0.1111, 1.2408, 0.9381)  0.401
O (0.9485, 2.0648, 0.7508)  -0.511
C (2.2614, 1.5391, 0.6371)  0.097
C (2.5516, 1.0061, -0.7677)  -0.434
C (4.0133, 0.5716, -0.8548)  -0.220
N (4.8646, 1.7085, -0.5777)  -0.459
C (6.2411, 1.5896, -0.9926)  -0.188
C (7.1766, 0.6940, -0.1447)  -0.471
C (6.7836, -0.7537, -0.1433)  0.084
C (6.3565, -1.3794, 1.0219)  -0.258
C (5.9784, -2.7103, 1.0146)  -0.194
C (6.0240, -3.4383, -0.1618)  -0.227
C (6.4614, -2.8298, -1.3262)  -0.201
C (6.8413, -1.5004, -1.3151)  -0.252
C (4.6681, 2.1970, 0.7699)  -0.220
C (3.2301, 2.6825, 0.9330)  -0.403
C (-0.0650, -0.1482, 1.0122)  -0.330
C (-1.2266, -0.8697, 1.2282)  -0.154
C (-4.4406, -0.5604, -0.6747)  -0.134
C (-3.7659, -1.5785, -1.6052)  -0.608
C (-5.7469, -0.0937, -1.3287)  0.683
O (-5.7026, 0.4071, -2.4374)  -0.639
H (-8.9024, 1.2789, 0.4876)  0.200
H (-9.5436, 1.8372, -1.0583)  0.217
H (-7.8955, 2.2582, -0.5885)  0.214
H (-7.9230, 0.4384, -2.2941)  0.244
H (-8.8904, -0.5741, -1.1924)  0.186
H (-7.9460, -1.3481, 0.7681)  0.205
H (-6.9268, -0.0493, 1.4292)  0.195
H (-5.8228, -2.2049, 1.8915)  0.259
H (-5.9192, -2.6474, 0.1637)  0.194
H (-3.4384, 1.6726, 1.4199)  0.218
H (-1.3661, 2.9600, 1.0387)  0.224
H (2.4110, 0.7418, 1.3803)  0.171
H (1.8971, 0.1676, -1.0097)  0.213
H (2.3653, 1.8067, -1.4846)  0.215
H (4.1829, -0.2617, -0.1515)  0.173
H (4.2305, 0.2104, -1.8623)  0.209
H (6.2380, 1.2288, -2.0239)  0.194
H (6.6624, 2.6010, -0.9919)  0.196
H (8.1798, 0.7936, -0.5673)  0.220
H (7.2059, 1.0724, 0.8784)  0.207
H (6.3191, -0.8179, 1.9458)  0.209
H (5.6480, -3.1802, 1.9298)  0.212
H (5.7270, -4.4766, -0.1696)  0.214
H (6.5096, -3.3951, -2.2456)  0.213
H (7.1909, -1.0347, -2.2258)  0.208
H (4.8670, 1.4171, 1.5267)  0.160
H (5.3567, 3.0275, 0.9414)  0.206
H (3.0673, 3.0538, 1.9454)  0.214
H (3.0335, 3.4925, 0.2307)  0.213
H (0.8658, -0.6837, 0.9129)  0.220
H (-1.1792, -1.9464, 1.2994)  0.221
H (-3.7990, 0.3263, -0.6299)  0.250
H (-3.7236, -1.1683, -2.6101)  0.239
H (-2.7569, -1.7851, -1.2570)  0.215
H (-4.3288, -2.5090, -1.6300)  0.202


Relative energy (zero: lowest compared OMol25 entry of this formula, charge and spin) for the records above, in order: 25.64 20.57 38.46 37.53 kcal/mol